1.
Formula: C46H111N4NbO2P
Source: the Open Molecules 2025 dataset
Level of theory: ωB97M-V/def2-TZVPD

## Properties
- HOMO: -3.57 eV
- Frontier orbital gap: 5.519 eV

ORCA input file:
```
! RIJCOSX wB97M-V def2-TZVPD def2/J DEFGRID3
* xyz -1 1
H -1.436 -1.172 2.463
H 8.719 2.300 -2.123
C -2.076 -0.322 2.242
C 9.482 3.078 -2.069
H 3.765 -0.498 -2.918
N 2.046 -0.544 3.113
H 1.504 -2.932 3.376
H -1.192 -2.798 -2.450
C 1.590 -3.811 4.024
H -11.462 2.019 4.799
H 4.471 2.637 -4.567
H 1.852 -3.243 -4.644
H -1.468 1.558 3.156
H -2.033 1.945 -1.282
H 2.885 -2.747 -2.463
H 0.594 -3.965 4.447
C -1.279 0.044 4.636
H 4.058 -3.482 -3.534
H 1.880 1.746 3.494
H 8.978 4.040 -1.953
H -2.978 0.918 3.738
H -9.622 -0.373 5.284
H -12.959 1.213 6.361
H -0.204 -0.748 -0.379
H 3.539 -3.195 4.714
H -5.140 -2.866 -0.058
H -5.690 0.608 -1.148
C 9.027 0.904 -5.089
C 2.505 -2.375 -4.539
C -1.278 -1.884 -1.866
C 1.953 -5.021 3.164
H -10.017 -0.361 2.259
H 6.555 5.460 -5.944
H -1.673 0.128 1.338
H 1.417 2.477 -4.690
C -12.407 0.641 7.108
H -5.701 5.102 1.982
H -5.488 3.462 2.607
H 10.341 3.445 -5.421
C 9.622 3.369 -4.600
C -4.989 3.644 0.528
O -6.978 -2.176 0.705
H -3.409 -1.948 1.853
H -2.264 -2.041 0.006
H -1.168 3.993 -1.608
H -4.068 -0.809 2.976
C 8.544 2.345 -4.956
H 3.471 -5.727 1.788
H -1.917 -0.696 5.107
H 3.035 -2.246 -5.484
H 5.922 -0.165 -4.000
H 1.876 -1.498 -4.376
C 1.562 -5.044 6.899
O -6.208 0.526 1.557
H 2.067 -1.491 3.485
C -11.684 0.373 3.436
C -7.338 -2.384 3.079
H 3.733 4.586 -6.801
N 1.040 1.417 3.965
H -0.531 -3.089 0.468
C 7.223 -2.599 -3.639
H 0.301 -1.234 5.063
H -3.561 2.582 -1.942
H -12.578 -0.036 3.918
H -1.341 -1.066 -2.576
C 4.382 -1.376 -3.132
H 10.069 2.897 -1.167
H 8.156 0.275 -5.291
H 3.237 -5.499 5.620
H -1.100 0.823 5.373
C -10.339 0.375 5.633
C -10.892 -0.754 2.778
H -11.508 -1.281 2.047
H -8.127 -2.988 3.520
C 5.318 -1.032 -4.290
C -6.802 -3.027 1.801
H -10.004 1.619 3.923
H -9.774 1.050 6.285
H -4.073 4.429 2.287
H -10.552 -1.487 3.511
H 0.789 -5.419 6.228
H 4.970 -1.556 -2.227
H 1.151 -4.200 7.456
H -3.425 -0.267 -2.037
C 3.272 -4.856 2.414
H -13.138 0.099 7.711
C -5.825 -2.016 -0.129
H 9.632 1.003 -7.171
N -0.019 -0.642 4.307
H -3.226 -2.636 -1.341
H 1.991 -5.929 3.773
H 11.152 3.842 -3.178
H 7.840 -1.760 -3.307
H 6.145 4.208 -3.821
H -5.759 -3.287 1.958
H 3.241 -3.978 1.765
H 0.643 -3.645 -0.683
H 5.473 3.106 -5.919
H -2.022 4.411 -0.151
H -5.836 0.975 2.333
H 10.903 2.123 -3.378
C 3.465 3.848 -6.037
H 3.129 2.961 -6.584
C 2.580 -3.493 5.146
H 7.889 -3.379 -4.013
H -10.927 -0.904 7.248
H 1.790 -5.837 7.613
H -12.041 1.055 2.659
H 0.909 3.809 -3.652
H -7.352 -3.958 1.631
C 4.708 3.475 -5.229
C -5.078 4.217 1.942
C 10.047 0.700 -6.207
H 4.574 4.961 -3.656
C 5.301 4.607 -4.392
H 4.980 6.251 -5.787
H 1.492 4.669 -5.894
C -0.060 -1.612 -1.021
H 8.076 2.650 -5.898
C -1.977 0.642 3.425
H 10.330 -0.351 -6.280
C -2.157 4.074 -1.172
H 4.116 -4.745 3.097
H 1.748 -0.632 2.146
H -11.891 1.347 7.763
H 1.153 -5.175 2.435
H 6.701 -3.003 -2.771
C -2.571 -1.826 -1.011
C -10.860 1.177 4.440
H -6.166 -1.992 -1.161
H 2.594 5.310 -4.698
H 9.447 0.554 -4.142
C -3.513 -0.875 2.045
H 2.511 3.113 -3.457
H -7.746 -1.400 2.890
C 2.819 -4.631 6.137
H -5.947 3.272 0.185
C -2.820 2.668 -1.158
H 10.959 1.273 -6.031
H 0.809 -1.380 -1.635
H -6.565 -2.301 3.835
C 1.006 0.166 3.821
H 2.213 -2.617 5.694
H 4.727 -0.709 -5.152
H 7.750 2.375 -4.204
H -4.684 4.440 -0.147
H 3.576 -4.308 6.856
H 1.081 -2.444 0.593
H -11.960 -1.044 5.844
H 9.151 4.355 -4.523
N -3.175 -0.511 -1.085
C 5.794 5.784 -5.231
C 2.299 4.391 -5.212
C 10.378 3.080 -3.305
C 3.468 -2.575 -3.372
P -3.664 2.325 0.479
C 0.329 -2.775 -0.115
H 6.831 -1.809 -5.592
C -11.417 -0.323 6.461
H -2.740 4.775 -1.754
C 6.253 -2.157 -4.731
H 5.678 -3.020 -5.078
H 6.237 6.551 -4.593
Nb -4.708 -0.055 0.278
C 1.757 3.389 -4.195
*
```

Results of the Mulliken charge analysis, in e, for atoms 1 through 4: 0.33, 0.24, 1.29, -1.11

2.
Formula: C6H9N
Source: the Open Molecules 2025 dataset
Level of theory: ωB97M-V/def2-TZVPD

## Properties
- Relative energy (zero: lowest compared OMol25 entry of this formula, charge and spin): 4.394 eV
- HOMO: -7.97 eV
- Frontier orbital gap: 9.149 eV

ORCA input file:
```
! RIJCOSX wB97M-V def2-TZVPD def2/J DEFGRID3
* xyz 0 1
H -0.561 1.701 0.204
H 2.288 -0.843 -0.521
H 2.622 0.321 0.806
H -1.057 -2.173 -0.473
H -0.048 0.236 -1.987
H -2.298 -0.348 1.463
C 2.077 0.161 -0.131
H 2.420 0.919 -0.848
H -2.289 1.307 -0.778
C -0.336 0.132 -0.940
N 0.695 0.388 0.122
C -0.852 -1.145 -0.195
C -0.070 -0.556 0.936
H 0.311 -0.975 1.860
C -1.373 1.029 -0.235
C -1.531 -0.154 0.718
*
```

Results of the Mulliken charge analysis, in e, for atoms 1 through 4: 0.29, 0.34, 0.29, 0.42

3.
Formula: C2H5F2NO2S
Source: the Open Molecules 2025 dataset
Level of theory: ωB97M-V/def2-TZVPD

## Properties
- Relative energy (zero: lowest compared OMol25 entry of this formula, charge and spin): 1.575 eV
- HOMO (alpha / beta): -9.35 / -9.35 eV
- Frontier orbital gap (alpha / beta): 8.863 / 8.862 eV

ORCA input file:
```
! RIJCOSX wB97M-V def2-TZVPD def2/J DEFGRID3
* xyz 0 1
N 2.280 -1.214 0.742
C -1.495 0.534 -1.014
H -1.444 0.192 -2.022
H 2.226 -1.929 -0.006
F -0.869 -0.480 1.198
H -1.143 1.556 -0.964
C -0.635 -0.385 -0.166
F -0.373 -1.649 -0.514
S 1.770 0.130 -0.082
O 2.130 -0.163 -1.467
O 2.283 1.330 0.568
H -2.528 0.446 -0.657
H 1.941 -1.357 1.663
*
```

Results of the Mulliken charge analysis, in e, for atoms 1 through 4: -0.51, -0.98, 0.34, 0.31

4.
Formula: C3H4FNS
Source: the Open Molecules 2025 dataset
Level of theory: ωB97M-V/def2-TZVPD

## Properties
- Relative energy (zero: lowest compared OMol25 entry of this formula, charge and spin): 0.395 eV
- HOMO: -9.07 eV
- Frontier orbital gap: 9.909 eV
- SMILES: F[C@@H]1C=NSC1

ORCA input file:
```
! RIJCOSX wB97M-V def2-TZVPD def2/J DEFGRID3
* xyz 0 1
S 1.554 -0.257 -0.191
C -0.451 1.200 0.294
C -1.072 -0.171 0.411
C 0.024 -1.217 0.328
H -1.108 2.086 0.437
N 0.741 1.284 -0.046
H -0.258 -1.918 -0.489
F -2.018 -0.202 -0.585
H 0.230 -1.741 1.239
H -1.747 -0.346 1.251
*
```

Results of the Mulliken charge analysis, in e, for atoms 1 through 4: -0.02, -0.01, 0.17, -0.62

5.
Formula: C30H27N4O2RuS
Source: the Open Molecules 2025 dataset
Level of theory: ωB97M-V/def2-TZVPD

## Properties
- HOMO (alpha / beta): -7.09 / -7.14 eV
- Frontier orbital gap (alpha / beta): 4.816 / 4.921 eV

ORCA input file:
```
! RIJCOSX wB97M-V def2-TZVPD def2/J DEFGRID3
* xyz 0 2
C 1.623 -4.404 -0.335
C 0.604 -1.657 3.132
C 2.573 -2.189 0.431
H -4.809 0.472 2.297
C -0.567 3.982 0.151
C -0.164 -2.328 2.173
H -1.844 0.125 4.647
N -0.966 3.609 3.472
H 1.656 -1.896 3.244
O 2.386 -2.275 -2.314
C -1.180 0.705 -2.038
H -4.140 2.294 3.884
H -1.285 4.360 -0.572
H -0.736 0.009 -5.314
H 0.099 4.785 0.460
H 5.250 -1.551 2.397
C 0.526 -0.799 -2.286
C 2.604 -3.597 0.459
Ru 0.087 -0.153 0.848
H 1.051 -1.425 -4.244
C -1.975 1.566 -1.109
C -1.282 3.416 1.357
C 0.381 -0.803 -3.670
C -0.596 -0.005 -4.243
C 3.532 -1.450 1.146
H -2.144 -2.616 1.367
H 0.635 -3.944 -0.348
H -2.751 4.243 4.393
N -0.248 -0.068 -1.496
H 0.593 -0.245 4.742
S 0.818 1.734 2.461
C -0.005 -0.756 4.002
H 3.618 -5.310 1.224
C -2.484 3.643 3.531
C -0.442 2.804 2.466
C -3.360 2.554 3.186
C 3.551 0.044 1.054
H 3.877 0.496 1.987
C -1.384 0.774 -3.412
C -1.536 -2.057 2.070
C 3.590 -4.231 1.197
C -4.205 0.883 1.495
N -1.720 1.334 0.186
C -2.146 2.208 1.136
H 0.278 -3.140 1.607
C 4.539 -3.505 1.894
H -1.705 5.443 2.398
H 5.314 -4.014 2.444
C -2.140 -1.190 2.980
O -2.785 2.382 -1.532
H -4.868 1.383 0.788
C -1.752 4.368 2.468
C -3.215 1.887 2.001
H -3.695 0.087 0.954
H 4.234 0.354 0.263
C 4.505 -2.122 1.865
H 1.965 -4.456 -1.369
H -2.152 1.433 -3.788
C 1.604 -1.617 -1.634
C -1.375 -0.541 3.939
N 1.612 -1.501 -0.302
H 0.033 3.202 -0.324
H 2.552 0.428 0.792
H -3.211 -1.055 2.965
H 1.544 -5.414 0.058
*
```

Results of the Mulliken charge analysis, in e, for atoms 1 through 4: -1.98, 0.16, 0.09, 0.51

6.
Formula: C24H58F2N7O9S2V
Source: the Open Molecules 2025 dataset
Level of theory: ωB97M-V/def2-TZVPD

## Properties
- Relative energy (zero: lowest compared OMol25 entry of this formula, charge and spin): 4.155 eV
- HOMO (alpha / beta): -9.35 / -9.35 eV
- Frontier orbital gap (alpha / beta): 4.880 / 5.392 eV

ORCA input file:
```
! RIJCOSX wB97M-V def2-TZVPD def2/J DEFGRID3
* xyz 1 2
O 0.637 2.273 -0.398
H 2.106 -2.890 7.038
H 1.581 -5.288 -5.173
H -0.872 -4.337 -4.519
H 1.218 -1.445 6.555
H -1.695 4.072 -4.348
H -3.746 2.635 5.584
H -3.361 1.353 -4.096
H 1.666 1.075 4.741
C 4.738 2.053 0.172
C -4.839 -1.536 5.212
N -3.560 -0.586 -3.363
H -3.201 0.006 1.091
H 0.174 -2.438 2.820
H -3.609 -1.919 3.627
H 2.045 4.968 -3.811
F -1.235 1.537 -1.530
H 4.326 1.118 0.552
H 1.562 -3.727 1.608
V 0.608 0.739 -4.219
N -0.073 4.995 -3.755
H 1.430 0.793 3.122
C -2.563 0.719 5.588
O -0.511 0.140 0.267
H -2.217 2.579 4.663
H 4.375 3.017 0.529
H -3.677 -2.693 -2.917
C -2.995 -1.845 -2.865
F 2.581 -0.969 -2.689
C -2.555 0.265 3.090
H -4.307 -0.604 2.060
H 2.533 -4.244 -6.330
H -1.294 -4.170 -6.113
C -0.618 6.257 -4.125
N 0.843 0.313 -2.161
C -3.683 0.288 2.027
H -1.898 -0.586 2.905
H 0.929 -0.937 2.198
O 1.057 -1.986 -1.200
H 3.037 1.408 3.777
H -1.870 1.113 3.082
H 2.493 -3.330 4.659
H 5.301 1.252 -3.109
H 0.419 -3.022 6.836
C -4.953 -0.353 -3.169
C -2.808 0.459 -3.770
S 1.688 -0.715 -1.399
H 0.772 -3.515 4.704
C -2.724 2.255 5.571
N 1.479 -1.600 4.074
O 3.314 2.659 -2.929
O 0.862 -1.287 -4.954
C 3.647 2.612 -1.767
H 2.501 -2.352 -5.476
H 1.293 -5.012 -6.977
O 1.986 1.168 -4.926
H 3.132 3.216 -1.004
H -4.975 -0.918 6.100
H -2.752 -1.897 -1.804
H 3.365 -1.017 3.317
N 0.761 -3.507 -5.556
H -2.064 -2.099 -3.371
O -0.029 2.770 -4.089
H -4.810 -2.538 5.640
C 2.213 0.701 3.875
H -4.096 1.291 1.912
H 2.800 -3.283 2.730
H 1.296 4.212 -2.401
H -2.250 2.864 6.341
H 5.673 1.871 0.701
H -0.097 6.555 -5.035
O -1.558 0.417 -3.789
H -3.087 0.305 6.451
N -3.238 0.052 4.415
H -1.667 6.203 -4.415
C 5.546 1.044 -2.067
N 4.727 2.087 -1.243
C 1.416 -2.338 -5.287
C 1.104 -1.880 2.716
H 5.152 0.046 -1.879
H -5.744 -1.509 4.605
C -3.467 -1.373 4.560
C 2.090 -2.865 2.017
C -0.697 -3.661 -5.357
H -5.162 -0.179 -2.114
H -1.528 0.411 5.735
H 3.264 -0.797 5.029
C -0.645 3.870 -4.086
C 1.572 -2.802 4.905
S 0.096 0.998 -0.774
C 2.670 -0.759 4.116
H 2.777 -2.417 1.299
C 1.291 -2.523 6.414
H 6.611 1.009 -1.838
O 2.750 -0.393 -0.470
H -5.363 0.407 -3.834
H -5.573 -1.213 -3.423
H -0.370 7.029 -3.396
H 1.423 5.900 -2.476
C 1.550 -4.587 -6.007
H -2.592 -1.822 5.029
C 1.215 5.037 -3.109
H -1.069 -2.658 -5.148
*
```

Results of the Mulliken charge analysis, in e, for atoms 1 through 4: -0.66, 0.33, 0.36, 0.35

7.
Formula: C54H39Cl5CuN6P
Source: the Open Molecules 2025 dataset
Level of theory: ωB97M-V/def2-TZVPD

## Properties
- HOMO: -6.59 eV
- Frontier orbital gap: 6.708 eV

ORCA input file:
```
! RIJCOSX wB97M-V def2-TZVPD def2/J DEFGRID3
* xyz 0 1
H -7.257 1.492 -3.580
C 0.190 1.337 1.898
N -0.377 -1.580 0.592
H 1.013 -3.420 -3.808
C 0.328 2.482 4.096
C -2.181 0.877 0.708
H -1.301 -0.633 -5.368
C -1.869 0.189 -3.474
H -2.128 -3.331 4.041
C -0.702 -3.427 1.808
C -0.552 -6.568 3.881
C 3.103 -1.290 -0.571
H 1.452 -5.020 0.830
N -3.439 1.393 0.679
H -2.070 1.304 -6.651
C -0.473 -5.230 3.533
H -0.705 2.142 4.183
C 4.616 -1.884 -2.327
N -1.143 -2.338 2.513
C -2.443 1.270 -2.811
C 4.284 2.176 0.193
H -4.240 0.598 2.422
P -1.356 0.447 2.265
C -1.222 -5.776 1.320
H 2.767 -6.073 -0.960
C -2.745 2.377 -4.924
C 4.308 -1.850 -0.973
H -1.536 -0.656 -2.893
H -1.600 -7.839 0.939
H 0.927 1.979 4.858
C -2.626 1.228 -1.362
C 2.594 2.308 -1.505
C 4.617 5.670 3.510
H 4.484 6.417 1.507
C 1.346 -4.678 -0.188
C -1.744 0.203 -4.850
H 5.689 2.330 -2.871
C -0.901 -1.238 1.747
Cu 0.416 -0.105 -0.633
C 1.911 2.128 0.876
C 3.270 3.735 3.984
Cl 1.420 -0.193 -3.954
C -3.743 1.626 -0.636
C -0.806 -4.814 2.244
H 2.885 4.708 0.776
C 2.937 2.226 -0.159
H -5.187 3.766 0.275
H 1.553 2.339 -1.787
C 1.962 -4.825 -2.503
N 0.829 1.326 0.748
H 2.548 -5.281 -3.287
C -0.214 -2.925 0.604
C 0.486 -3.620 -0.471
C 4.148 5.666 2.206
C -2.877 2.369 -3.549
C 5.265 2.211 -0.779
C 4.165 4.708 4.396
Cl 2.792 -1.242 1.132
H -7.295 4.597 -0.656
C -6.803 1.988 -2.736
H 2.968 2.972 4.684
N -1.679 0.769 -0.507
C 1.904 2.694 2.147
H -0.106 -4.519 4.258
C -6.826 3.727 -1.092
H -0.998 -8.559 3.223
H -8.318 3.497 -2.607
H -5.312 1.698 1.524
N 0.801 2.179 2.779
H -0.302 -2.368 -2.014
C -5.642 3.250 -0.560
H -1.477 -5.466 0.319
Cl 6.110 -2.556 -2.851
C 3.711 -1.358 -3.240
H -3.092 3.231 -5.488
C -7.405 3.106 -2.184
C 2.805 3.713 2.671
H 0.362 3.557 4.270
H -3.948 2.346 2.472
C 2.081 -5.272 -1.196
C 0.365 -3.184 -1.788
H 5.333 6.414 3.828
C -1.823 -2.321 3.776
C -2.180 1.295 -5.577
C 3.579 2.351 -2.475
C 3.248 4.706 1.792
H -0.291 -6.878 4.882
C -1.287 -7.109 1.671
Cl 5.426 -2.499 0.168
C 2.509 -0.834 -2.784
H 4.557 2.090 1.235
H 4.518 4.713 5.417
C -5.019 2.136 -1.123
H -3.300 3.227 -3.045
H -1.180 -1.915 4.560
C -0.953 -7.514 2.953
C 4.916 2.304 -2.117
C 2.140 -0.778 -1.442
H 6.307 2.149 -0.495
H 3.294 2.405 -3.515
C -5.621 1.504 -2.212
C 1.098 -3.784 -2.795
C -4.283 1.521 1.836
H -2.718 -1.699 3.704
H -5.152 0.632 -2.642
Cl 4.110 -1.350 -4.913
*
```

Results of the Mulliken charge analysis, in e, for atoms 1 through 4: 0.42, -0.28, 0.53, 0.44

8.
Formula: C6H10O
Source: the Open Molecules 2025 dataset
Level of theory: ωB97M-V/def2-TZVPD

## Properties
- Relative energy (zero: lowest compared OMol25 entry of this formula, charge and spin): 0.870 eV
- HOMO: -8.89 eV
- Frontier orbital gap: 9.891 eV
- SMILES: C[C@H]1C=CC[C@H]1O

ORCA input file:
```
! RIJCOSX wB97M-V def2-TZVPD def2/J DEFGRID3
* xyz 0 1
C -0.635 -0.104 -0.432
H 2.066 0.705 -1.160
H 1.249 2.456 0.786
C -1.876 -0.883 -0.173
H -0.658 0.527 -1.505
H -1.912 -1.783 -0.793
C 1.711 0.420 -0.157
H -2.784 -0.302 -0.357
H -1.290 1.869 0.512
C 0.858 1.512 0.430
H 0.586 -0.858 1.670
H 0.991 -1.481 -1.027
O 0.722 -1.507 0.959
H 2.592 0.149 0.434
C 0.730 -0.761 -0.248
H -1.896 -1.209 0.871
C -0.455 1.250 0.191
*
```

Results of the Mulliken charge analysis, in e, for atoms 1 through 4: 0.71, 0.30, 0.43, -1.35